The following is a quantum chemistry calculation of a structure of composition C39H49BCrN6OS4 in a non-equilibrium geometry, from the OMol25 dataset.

The geometry in XYZ format:
```
101
Properties=species:S:1:pos:R:3:forces:R:3
Cr -1.115 2.579 0.778 0.18 0.89 1.47
S -3.008 1.236 1.200 -0.06 0.23 0.12
S 0.365 1.250 3.632 -1.00 0.18 0.86
S -1.926 3.529 -1.191 -0.35 0.00 0.12
S 1.186 3.195 0.288 -0.22 0.19 -0.17
O -0.336 1.947 2.481 -0.16 0.25 -0.07
N 0.622 1.004 -2.668 0.60 -0.65 0.11
N 0.742 0.603 0.116 0.82 0.86 0.51
N -0.260 1.643 -1.922 -0.51 1.11 -0.70
N -1.625 -0.066 -0.656 -1.27 0.13 0.85
N 0.973 -0.686 0.283 -0.47 -0.85 -0.02
N -1.416 -0.995 -1.580 0.62 -0.22 -0.81
C 3.926 2.215 1.288 0.02 0.14 -0.06
C -2.243 0.828 4.413 -0.04 0.13 0.00
C 3.656 -2.914 0.054 -0.15 0.03 0.05
C -0.719 -2.672 -3.590 -0.18 -0.01 0.20
C 0.569 4.416 6.873 -0.01 -0.01 0.05
C -1.743 -1.720 5.412 -0.05 0.02 0.02
C -4.936 -1.037 0.800 -0.09 0.04 0.08
C -2.744 -0.030 0.101 0.29 0.10 -0.30
C 2.439 -0.538 -3.893 -0.15 0.16 -0.15
C 3.031 1.534 -5.135 -0.18 -0.08 0.10
C -1.745 -4.314 -2.006 -0.01 0.14 -0.17
C 3.153 -0.171 1.051 -0.25 0.67 -0.13
C 2.484 -2.990 2.277 -0.03 0.08 -0.17
C 1.650 1.566 0.434 -0.20 -0.02 -0.09
C -0.244 4.635 5.772 0.01 -0.09 -0.04
C -1.293 4.541 -4.048 -0.14 0.17 0.00
C -3.278 0.075 4.938 0.13 0.14 -0.05
C 1.283 2.315 5.968 -0.05 -0.02 -0.10
C 0.452 2.540 4.883 0.30 -0.15 -0.25
C 2.135 -1.096 0.713 -0.16 0.26 -0.08
C -0.301 3.693 4.758 -0.12 0.02 -0.21
C 1.108 0.106 -5.922 0.09 -0.01 0.15
C -3.477 -2.007 -1.007 0.08 0.58 0.37
C -0.636 3.285 -3.611 0.36 -0.42 -0.11
C -3.026 -1.196 5.433 0.11 -0.06 0.04
C 2.927 1.176 0.922 0.08 -0.66 0.02
C 0.891 1.427 -3.873 -0.12 0.13 0.18
C 1.337 3.266 6.973 -0.03 -0.03 0.00
C 2.360 -2.583 0.804 -0.11 -0.27 0.03
C -2.289 -1.944 -1.782 0.00 0.24 0.28
C -1.977 -3.018 -2.797 0.15 -0.11 -0.19
C -3.723 -1.056 -0.055 0.30 -0.37 -0.36
C 1.181 -3.312 0.165 0.19 0.09 0.11
C 0.256 2.584 -4.385 -0.43 0.16 0.49
C -0.888 2.770 -2.309 0.38 -0.41 -0.09
C 1.871 0.631 -4.698 0.19 -0.13 -0.09
C -0.701 -0.979 4.874 0.08 0.09 -0.08
C -0.968 0.288 4.381 0.35 -0.07 -0.22
C -3.157 -3.195 -3.762 0.12 0.08 0.15
B -0.545 1.020 -0.559 0.60 -1.71 -1.77
H 0.301 -1.378 4.845 0.13 -0.08 -0.01
H -0.443 -3.504 -4.230 -0.02 -0.12 -0.08
H -2.630 -4.596 -1.446 -0.15 -0.12 0.12
H 0.602 5.149 7.662 0.03 0.11 0.11
H 4.100 -0.532 1.418 0.13 0.00 0.09
H 0.243 -0.474 -5.612 -0.13 -0.09 0.00
H 3.488 2.949 1.966 0.02 -0.02 0.05
H -0.983 4.828 -5.048 -0.01 -0.03 -0.05
H 4.806 1.774 1.745 0.06 -0.05 0.03
H -3.439 -2.247 -4.213 -0.05 0.12 -0.09
H 3.019 -0.173 -3.050 0.08 -0.01 0.14
H -0.838 5.533 5.706 -0.02 0.09 -0.02
H 4.230 2.762 0.397 0.07 0.08 -0.05
H 0.768 0.913 -6.563 -0.05 0.12 -0.13
H 3.762 -3.990 -0.037 0.02 -0.16 0.00
H -2.378 4.432 -4.023 -0.06 0.02 -0.05
H 3.294 -2.460 2.770 0.14 0.07 0.13
H -3.834 -1.774 5.849 -0.12 -0.11 0.07
H 0.482 2.924 -5.382 0.06 0.08 -0.13
H -1.554 -2.702 5.813 0.04 -0.11 0.03
H -0.917 3.856 3.879 0.06 -0.01 0.15
H -0.891 -1.799 -4.215 0.04 0.14 -0.05
H 1.868 1.409 6.022 0.12 -0.10 0.09
H 1.972 3.106 7.831 0.05 0.00 0.04
H 0.105 -2.460 -2.916 0.12 0.02 0.00
H -5.562 -1.902 0.609 -0.07 -0.03 -0.02
H 1.556 -2.791 2.808 -0.11 0.02 0.10
H -0.921 -4.186 -1.312 0.13 -0.07 0.12
H 3.088 -1.132 -4.532 0.08 -0.03 -0.05
H -4.027 -3.619 -3.270 -0.16 -0.05 0.05
H 1.332 -4.387 0.214 0.06 -0.11 0.01
H 1.751 -0.542 -6.509 0.13 -0.07 -0.12
H -1.044 5.349 -3.360 0.02 0.08 0.03
H -4.650 -1.026 1.852 -0.02 -0.03 0.07
H 1.088 -3.011 -0.875 -0.11 -0.05 -0.17
H 0.257 -3.061 0.680 -0.13 -0.05 -0.02
H -4.274 0.486 4.967 -0.11 0.03 0.01
H 2.699 2.365 -5.751 -0.01 0.11 -0.12
H -2.423 1.821 4.024 -0.03 -0.01 0.06
H 3.641 -2.487 -0.946 0.03 0.01 -0.17
H -2.868 -3.873 -4.559 0.02 -0.12 -0.09
H 3.545 1.934 -4.264 0.11 0.07 0.06
H -1.504 -5.121 -2.691 0.01 -0.12 -0.06
H 4.531 -2.542 0.579 0.16 0.04 0.04
H -4.191 -2.796 -1.177 -0.10 -0.12 -0.01
H 3.740 0.945 -5.711 0.08 0.00 -0.09
H 1.641 -1.169 -3.519 -0.03 -0.13 0.07
H -5.506 -0.124 0.621 -0.08 -0.02 0.00
H 2.691 -4.055 2.342 0.03 -0.12 0.03
```
Forces are in eV/Å.

Output
* E: -124654.60236 eV
* lowest unoccupied orbital energy (alpha / beta): -6.062 / -7.862 eV
* net charge: +2
* spin multiplicity: 5

Here are the Löwdin charges for atoms 1 to 4, given in e: number 1, Cr, carries 0.2913; number 2, S, carries 0.8402; number 3, S, carries 1.1216; number 4, S, carries 0.8180